{
  "formula": "C5H10NO3",
  "method": "ωB97M-V with the def2-TZVPD basis set",
  "total_charge": -1,
  "spin_multiplicity": 1,
  "orbital_gap_ev": 8.70,
  "homo_energy_ev": -4.75,
  "symbols": ["C", "C", "C", "O", "N", "H", "H", "H", "H", "H", "H", "H", "C", "C", "O", "O", "H", "H", "H"],
  "positions_angstrom": [[-1.846, 0.713, -0.351], [-0.826, 1.799, 0.013], [-2.336, -0.018, 0.919], [-3.476, 0.059, 1.361], [-1.288, -0.612, 1.594], [-2.697, 1.117, -0.892], [-1.282, -0.015, -0.926], [-1.043, 2.875, -0.032], [0.018, 1.747, -0.678], [-1.484, -1.083, 2.438], [-0.394, -0.594, 1.087], [-0.416, 1.598, 0.997], [2.959, -0.942, -1.213], [1.796, -1.187, -0.222], [0.708, -0.584, -0.471], [1.990, -1.994, 0.701], [3.058, -1.958, -1.604], [3.895, -0.673, -0.731], [2.662, -0.249, -1.990]],
  "lowdin_charge": [-0.17, -0.12, -0.54, -0.02, 0.16, 0.10, 0.08, 0.06, 0.06, 0.08, 0.06, 0.06, -0.04, -0.75, -0.12, -0.07, 0.06, 0.05, 0.05]
}

=====

{
  "formula": "C21H31F6FeN5O4S5",
  "method": "ωB97M-V with the def2-TZVPD basis set",
  "total_charge": 1,
  "spin_multiplicity": 6,
  "orbital_gap_ev": [9.53, 6.42],
  "homo_energy_ev": [-11.23, -11.65],
  "symbols": ["Fe", "C", "N", "C", "C", "N", "C", "S", "H", "H", "H", "H", "H", "H", "C", "C", "C", "C", "N", "C", "S", "N", "C", "C", "C", "C", "H", "H", "H", "H", "H", "H", "H", "H", "H", "H", "H", "H", "H", "H", "H", "H", "H", "H", "H", "H", "S", "C", "C", "C", "C", "C", "C", "H", "H", "H", "H", "H", "F", "C", "F", "F", "S", "O", "O", "N", "S", "O", "O", "C", "F", "F", "F"],
  "positions_angstrom": [[-0.428, 0.119, -0.141], [0.642, 3.689, -2.440], [0.764, 4.094, -1.047], [0.551, 5.372, -0.570], [0.801, 5.355, 0.757], [1.161, 4.064, 1.066], [1.131, 3.293, -0.036], [1.524, 1.619, -0.085], [1.139, 4.425, -3.067], [-0.409, 3.609, -2.713], [1.127, 2.724, -2.554], [0.246, 6.170, -1.220], [0.756, 6.133, 1.494], [1.409, 3.704, 1.974], [3.341, 1.759, 3.423], [3.368, 0.980, 4.728], [3.064, -0.507, 4.568], [1.661, -0.801, 4.030], [1.627, -0.928, 2.572], [1.232, -1.907, 1.777], [1.201, -1.601, 0.046], [0.887, -3.138, 2.138], [0.889, -3.833, 3.427], [2.274, -4.157, 3.976], [3.060, -5.210, 3.196], [3.619, -4.735, 1.861], [3.656, 2.792, 3.571], [2.335, 1.784, 2.994], [3.998, 1.320, 2.671], [2.642, 1.413, 5.422], [4.344, 1.091, 5.204], [3.170, -0.993, 5.539], [3.798, -0.975, 3.905], [0.970, 0.007, 4.294], [1.257, -1.701, 4.471], [1.796, -0.070, 2.062], [0.682, -3.710, 1.334], [0.331, -4.753, 3.249], [0.293, -3.266, 4.144], [2.128, -4.502, 5.003], [2.869, -3.243, 4.044], [2.435, -6.096, 3.051], [3.890, -5.536, 3.826], [2.849, -4.579, 1.107], [4.318, -5.463, 1.453], [4.159, -3.793, 1.975], [-0.744, 0.304, -2.510], [-1.678, -0.992, -3.097], [-2.249, -0.871, -4.386], [-3.026, -1.885, -4.901], [-3.242, -3.038, -4.154], [-2.674, -3.182, -2.889], [-1.899, -2.174, -2.363], [-2.072, 0.034, -4.948], [-3.467, -1.786, -5.883], [-3.852, -3.833, -4.561], [-2.840, -4.089, -2.325], [-1.433, -2.294, -1.395], [-1.779, 3.886, 2.036], [-2.172, 2.771, 1.435], [-3.453, 2.863, 1.134], [-1.475, 2.654, 0.288], [-1.859, 1.303, 2.577], [-0.719, 0.576, 2.004], [-1.684, 1.886, 3.860], [-3.194, 0.469, 2.504], [-3.435, -0.413, 1.220], [-2.579, 0.037, 0.102], [-4.813, -0.607, 0.961], [-2.815, -2.127, 1.688], [-2.438, -2.168, 2.961], [-3.771, -3.015, 1.487], [-1.765, -2.461, 0.930]],
  "lowdin_charge": [0.22, -0.01, -0.11, -0.02, -0.04, 0.09, -0.70, 0.66, 0.10, 0.10, 0.05, 0.13, 0.13, 0.15, -0.11, -0.25, -0.19, -0.15, 0.04, -0.71, 0.66, 0.02, -0.16, -0.19, -0.25, -0.10, 0.08, 0.03, 0.09, 0.11, 0.11, 0.12, 0.12, 0.13, 0.09, 0.05, 0.11, 0.13, 0.11, 0.12, 0.09, 0.11, 0.11, 0.06, 0.08, 0.08, 0.85, -0.63, -0.09, -0.06, -0.04, -0.05, -0.09, 0.11, 0.12, 0.12, 0.12, 0.06, 0.15, -0.64, 0.17, 0.08, 0.64, -0.40, -0.23, -0.27, 0.66, -0.39, -0.21, -0.65, 0.15, 0.17, 0.09]
}

=====

{
  "formula": "C20H33Cl2N4O3Sm",
  "method": "ωB97M-V with the def2-TZVPD basis set",
  "spin_multiplicity": 6,
  "orbital_gap_ev": [4.57, 5.22],
  "homo_energy_ev": [-4.51, -5.15],
  "symbols": ["O", "C", "C", "C", "H", "C", "H", "C", "H", "C", "H", "C", "H", "H", "C", "C", "H", "H", "H", "C", "C", "H", "H", "H", "H", "Sm", "Cl", "Cl", "C", "O", "N", "C", "C", "H", "H", "H", "H", "H", "H", "H", "H", "H", "C", "C", "N", "H", "C", "O", "H", "H", "H", "H", "C", "N", "C", "C", "N", "H", "H", "H", "H", "H", "H"],
  "positions_angstrom": [[-2.462, -2.095, 0.565], [-3.278, -2.726, -0.097], [-4.549, -3.396, 0.320], [-5.120, -3.185, 1.576], [-4.757, -2.366, 2.202], [-6.153, -4.017, 2.034], [-6.580, -3.877, 3.040], [-6.658, -5.021, 1.183], [-7.430, -5.711, 1.568], [-6.227, -5.090, -0.159], [-6.719, -5.788, -0.845], [-5.196, -4.259, -0.585], [-4.843, -4.261, -1.612], [-3.057, -2.854, -1.171], [0.989, -3.794, -0.174], [1.429, -2.457, -0.525], [1.675, -4.589, -0.513], [-0.006, -3.945, -0.613], [0.826, -3.901, 0.913], [2.442, -1.898, -1.140], [3.794, -2.576, -1.350], [2.408, -0.897, -1.604], [3.693, -3.667, -1.233], [4.562, -2.232, -0.642], [4.181, -2.355, -2.355], [-0.347, -0.159, 0.093], [-0.494, -1.160, 2.400], [-1.304, -1.222, -2.197], [2.596, 0.528, 1.851], [1.768, 0.766, 0.931], [3.790, 1.128, 1.941], [4.143, 2.320, 1.179], [4.817, 0.657, 2.868], [2.394, -0.202, 2.660], [3.355, 2.576, 0.473], [5.084, 2.134, 0.648], [4.319, 3.149, 1.876], [4.479, -0.292, 3.291], [4.981, 1.388, 3.669], [5.767, 0.514, 2.336], [1.933, 3.169, -4.389], [-0.577, 3.600, -5.024], [1.636, 2.148, -4.130], [-0.714, 2.548, -4.756], [0.236, 2.152, -3.728], [2.286, 1.742, -3.358], [-0.208, 1.805, -2.527], [0.533, 1.480, -1.557], [-1.709, 2.385, -4.343], [-1.315, 1.763, -2.441], [1.713, 1.562, -5.050], [-0.563, 1.945, -5.656], [0.116, 4.185, 3.481], [-0.273, 4.156, 2.056], [-0.140, 5.414, 1.297], [-0.622, 3.041, 1.483], [-0.953, 2.011, 1.021], [0.433, 5.202, 3.722], [0.929, 3.469, 3.668], [-0.736, 3.877, 4.104], [0.643, 5.330, 0.530], [-1.081, 5.651, 0.783], [0.117, 6.200, 2.013]],
  "lowdin_charge": [-0.15, -0.23, -0.18, -0.02, 0.12, -0.08, 0.11, -0.08, 0.11, -0.08, 0.10, -0.04, 0.11, 0.06, -0.18, -0.31, 0.06, 0.06, 0.06, -0.29, -0.13, 0.06, 0.06, 0.05, 0.05, 1.03, -0.16, -0.15, -0.26, -0.19, -0.18, -0.03, -0.04, 0.13, 0.09, 0.09, 0.09, 0.09, 0.09, 0.09, 0.09, 0.09, -0.02, -0.04, -0.17, 0.09, -0.35, -0.20, 0.09, 0.12, 0.10, 0.10, -0.01, -0.18, -0.02, -0.23, 0.08, 0.08, 0.09, 0.10, 0.09, 0.09, 0.08]
}

=====

DFT total energy for every record listed, in sequence, given in eV: -12982.2829 -142784.6789 -76327.5512.
Energy relative to the best compared isomer or geometry (same formula, charge and spin) for every record listed, in sequence, given in kJ/mol: 31.12 14.97 240.99.